# 1
58
Properties=species:S:1:pos:R:3 method="wB97M-V/def2-TZVPD" energy_ev=-124923.124 orbital_gap_ev="6.89 / 6.89" total_charge=+3 relative_energy_kcal_mol=3.1 e_homo_ha="-0.61898 / -0.61899" lumo_energy_ha="-0.3657 / -0.3657"
Pd 0.95288 -1.14844 -1.59126
C 3.81473 -2.51315 -1.26548
P 2.35626 -2.69028 -2.31580
C 2.87418 -2.51377 -4.03278
C 1.69407 -4.35229 -2.13956
C 2.43264 -5.52140 -2.28792
C 1.78017 -6.74103 -2.19008
C 0.40707 -6.79461 -1.96564
C -0.33418 -5.63001 -1.83656
C 0.32141 -4.40587 -1.91564
P -0.48523 -2.80458 -1.76858
C -1.67043 -2.65499 -3.12027
C -1.40294 -2.80075 -0.21446
H 4.40192 -3.43139 -1.33476
H 3.51921 -2.36113 -0.22769
H 4.43068 -1.67707 -1.59705
H 3.60909 -3.29407 -4.24521
H 3.33081 -1.54112 -4.21450
H 2.01670 -2.64425 -4.69141
H 3.49817 -5.49699 -2.48160
H 2.34187 -7.65943 -2.29417
H -0.08598 -7.75440 -1.89129
H -1.40387 -5.69139 -1.67627
H -2.18428 -3.61335 -3.22117
H -1.15670 -2.42956 -4.05349
H -2.40431 -1.87578 -2.91622
H -2.06493 -3.66961 -0.20319
H -2.00939 -1.89973 -0.12077
H -0.70389 -2.86383 0.61826
Br -5.36223 6.80811 5.95526
C -3.83406 6.24348 5.10237
C -2.58224 6.67948 5.56964
C -1.45705 6.29078 4.90381
C -1.56104 5.41495 3.78158
C -2.84161 4.97842 3.32052
C -3.95756 5.38890 3.97535
N -0.40873 5.11060 3.19553
N -0.26430 4.39273 2.19414
C -0.06631 3.17324 1.87955
C 0.08047 2.13871 2.90492
C 0.41711 0.88819 2.58026
C 0.63315 0.48532 1.18654
O 0.97087 -0.64764 0.89061
C 0.45115 1.52008 0.12400
N 0.63884 1.12017 -1.14566
C 0.52686 2.02832 -2.11292
C 0.23658 3.36719 -1.86438
C 0.03724 3.77518 -0.56472
C 0.13863 2.82933 0.45918
H -2.52883 7.32740 6.43301
H -0.47144 6.61098 5.21615
H -2.91422 4.34788 2.44373
H -4.94419 5.09273 3.64827
H -0.06018 2.42959 3.93863
H 0.57094 0.12356 3.33061
H 0.68407 1.68286 -3.12638
H 0.17544 4.06360 -2.68860
H -0.18309 4.81011 -0.33644



# 2
71
Properties=species:S:1:pos:R:3 method="wB97M-V/def2-TZVPD" energy_ev=-109428.953 orbital_gap_ev=7.40 total_charge=-1 e_homo_ha=-0.18325 lumo_energy_ha=0.0887
Sn -0.28496 -0.37290 0.26220
O 3.20453 -3.21273 1.90355
C 2.29813 -2.46050 1.26640
O 1.49289 -1.79129 1.86619
C 2.33647 -2.60637 -0.21617
C 3.40133 -3.21273 -0.86403
C 3.43549 -3.15813 -2.24800
C 2.40220 -2.53292 -2.92384
C 1.35119 -1.99388 -2.19370
N 1.33016 -2.03998 -0.86771
C 0.18583 -1.28547 -2.90076
O 0.04532 -1.52256 -4.10367
O -0.53495 -0.54552 -2.17334
H 3.14008 -3.01261 2.84554
H 4.18692 -3.67262 -0.28492
H 4.27605 -3.58366 -2.78076
H 2.39641 -2.43325 -3.99931
N 3.91018 4.08791 5.38487
C 3.79225 3.41716 4.16374
C 4.32996 3.97135 3.00017
C 4.23196 3.29855 1.79596
C 3.59834 2.07074 1.75243
C 3.06683 1.49959 2.89700
C 3.17109 2.16915 4.10290
S 3.39421 1.18929 0.22224
O 3.88356 -0.14500 0.49594
O 4.08970 1.86772 -0.83986
N 1.78885 1.11549 -0.02477
C 1.14848 2.30085 -0.14882
N 1.78179 3.48414 -0.01463
C 1.07962 4.57555 -0.25828
C -0.25444 4.55501 -0.63775
C -0.84983 3.30301 -0.64710
N -0.18061 2.19613 -0.39062
H 3.97068 5.08960 5.30229
H 3.23799 3.79586 6.07578
H 4.81431 4.93983 3.05129
H 4.61556 3.71039 0.87280
H 2.55769 0.54622 2.82733
H 2.75611 1.73523 5.00519
H 1.61523 5.51273 -0.12834
H -0.79599 5.45652 -0.88105
H -1.90805 3.17760 -0.85573
Cl -3.14407 -2.59156 4.49957
C -3.46783 -1.29262 3.34862
Cl -4.60275 -1.88661 2.11670
Cl -4.22223 0.05879 4.20315
C -2.13025 -0.84251 2.59420
O -1.28489 -1.73338 2.45671
O -2.11583 0.34338 2.21847
C -3.96396 0.59256 -0.61760
N -3.95966 -0.56290 -1.49302
C -4.82244 -0.44286 -2.65173
C -4.98015 -1.78115 -3.34734
C -3.59117 -2.35567 -3.56289
N -2.96975 -2.53478 -2.26690
C -1.94713 -3.55645 -2.16534
C -3.05434 -1.56673 -1.30973
O -2.39845 -1.65155 -0.26075
H -4.90636 0.64892 -0.06710
H -3.83756 1.50329 -1.21171
H -3.14935 0.52763 0.09641
H -4.41180 0.30016 -3.34852
H -5.79360 -0.07229 -2.30791
H -5.51296 -1.66153 -4.29123
H -5.54387 -2.45801 -2.70122
H -2.98435 -1.69189 -4.19104
H -3.64465 -3.33025 -4.05128
H -2.40153 -4.54248 -2.29540
H -1.49331 -3.49540 -1.18048
H -1.17431 -3.40761 -2.92330



# 3
62
Properties=species:S:1:pos:R:3 method="wB97M-V/def2-TZVPD" energy_ev=-62991.840 orbital_gap_ev="7.07 / 6.83" total_charge=+1 relative_energy_kcal_mol=49.3 e_homo_ha="-0.41509 / -0.41541" lumo_energy_ha="-0.1553 / -0.1645"
Rh -1.51560 0.20511 -0.31302
C 5.47591 -0.31209 0.94366
C 4.64754 -0.05655 -0.32508
C 5.54549 -0.18807 -1.56775
C 4.11352 1.37587 -0.27475
C 3.52723 -1.08525 -0.41422
C 3.85461 -2.45065 -0.54655
C 2.89813 -3.43618 -0.65339
C 1.56078 -3.05827 -0.64098
S 0.13291 -4.03263 -0.78055
C -0.84114 -2.60531 -0.66574
N -0.15155 -1.50291 -0.55788
C 1.20703 -1.70914 -0.52030
C 2.19246 -0.73080 -0.38603
C -2.28286 -2.58120 -0.74078
C -3.07181 -3.73089 -0.75334
C -4.44404 -3.61807 -0.87420
C -5.03047 -2.36468 -1.00207
C -4.25243 -1.21397 -0.96552
C -2.88729 -1.32248 -0.82839
H 6.31361 0.38605 0.98469
H 5.87901 -1.32449 0.96505
H 4.86428 -0.16854 1.83600
H 6.30718 0.59287 -1.55718
H 4.95448 -0.08084 -2.47924
H 6.05452 -1.15060 -1.60052
H 4.95365 2.06921 -0.23281
H 3.49660 1.54821 0.60975
H 3.53598 1.61200 -1.17211
H 4.89416 -2.74818 -0.55797
H 3.17802 -4.47671 -0.74900
H 1.86981 0.28982 -0.23164
H -2.60255 -4.70214 -0.65743
H -5.06298 -4.50474 -0.87257
H -6.10206 -2.28009 -1.11995
H -4.73090 -0.24538 -1.05165
C -2.08831 -0.09172 4.00017
C -2.10648 0.53641 2.60678
O -1.38957 -0.20229 1.70354
C -3.57530 0.63237 2.12474
F -4.34596 1.41530 2.87748
F -3.63147 1.13314 0.84225
F -4.12859 -0.58148 2.07334
C -1.49495 1.96180 2.69801
F -1.56607 2.60841 1.49734
F -2.08422 2.74692 3.60198
F -0.19586 1.87759 3.00483
H -2.47182 -1.10662 3.92836
H -2.70366 0.48714 4.68646
H -1.06326 -0.12016 4.36280
C -3.18016 2.96368 -1.46074
C -1.69923 3.01151 -1.57625
N -0.87373 1.98945 -1.37899
C 0.40457 2.44025 -1.64021
C 0.34826 3.74778 -1.98719
N -0.98501 4.08663 -1.94730
H -3.48971 1.92773 -1.32939
H -3.65288 3.35624 -2.36055
H -3.53228 3.53898 -0.60366
H 1.26669 1.80168 -1.56839
H 1.12124 4.44096 -2.26652
H -1.36349 5.00002 -2.13547



# 4
59
Properties=species:S:1:pos:R:3 method="wB97M-V/def2-TZVPD" energy_ev=-43200.727 orbital_gap_ev=9.48 smiles="COc1ccccc1N(CC(=O)NCc1ccc(F)cc1)C(=O)CCC(=O)Nc1ccccn1" relative_energy_kcal_mol=25.1 e_homo_ha=-0.32389 lumo_energy_ha=0.0246
C 0.11063 -2.83795 0.43233
O -0.61014 -1.79199 1.04149
C -1.76538 -2.09100 1.68887
C -2.30369 -3.36086 1.84858
C -3.49265 -3.52816 2.54041
C -4.15885 -2.44551 3.08256
C -3.63076 -1.17332 2.93225
C -2.44335 -0.99442 2.25013
N -1.90676 0.30593 2.03599
C -2.47706 1.02350 0.90601
C -1.98236 0.41323 -0.41105
O -2.66747 -0.33521 -1.07834
N -0.72642 0.77024 -0.72204
C -0.05957 0.27383 -1.90672
C -0.08763 1.28120 -3.02945
C 1.08485 1.71977 -3.62766
C 1.05162 2.64695 -4.65458
C -0.17407 3.13134 -5.07049
F -0.21515 4.03878 -6.07018
C -1.35946 2.71033 -4.49499
C -1.30736 1.78074 -3.47360
C -0.70831 0.69052 2.52354
O -0.09680 1.64343 2.05808
C -0.23142 -0.06082 3.75290
C 1.28572 0.03974 3.92684
C 1.98912 -0.70887 2.80532
O 2.26260 -1.88683 2.87721
N 2.26711 0.08706 1.73454
C 2.99728 -0.20905 0.59612
C 3.56839 -1.45803 0.33787
C 4.30302 -1.60573 -0.82301
C 4.45885 -0.52229 -1.67812
C 3.85458 0.67204 -1.32465
N 3.13319 0.82657 -0.22852
H 0.48580 -3.54404 1.17859
H 0.95505 -2.36135 -0.06262
H -0.49973 -3.36110 -0.30917
H -1.80808 -4.22210 1.43073
H -3.89944 -4.52186 2.65072
H -5.08540 -2.58588 3.61637
H -4.13586 -0.31244 3.34343
H -3.56396 0.93225 0.95135
H -2.17665 2.07080 0.98030
H -0.21282 1.37614 -0.09651
H -0.60127 -0.62734 -2.21427
H 0.97094 0.01352 -1.65577
H 2.03279 1.32937 -3.29046
H 1.95551 2.99529 -5.12889
H -2.29825 3.10505 -4.84991
H -2.22052 1.42891 -3.01865
H -0.53067 -1.10658 3.70567
H -0.72752 0.39090 4.61725
H 1.56729 -0.42712 4.87130
H 1.58596 1.08773 3.93359
H 1.88172 1.02819 1.73746
H 3.44046 -2.26655 1.03690
H 4.75775 -2.55734 -1.05651
H 5.03545 -0.60330 -2.58565
H 3.95315 1.55881 -1.93781